(1)
{
  "formula": "H10O5Rb",
  "method": "the ωB97M-V functional and the def2-TZVPD basis",
  "symbols": ["Rb", "O", "H", "H", "O", "H", "H", "O", "H", "H", "O", "H", "H", "O", "H", "H"],
  "xyz": [[-1.113042, 0.255236, -0.112740], [2.770000, -2.469028, 1.209004], [3.076850, -1.953542, 1.954891], [3.550099, -2.927713, 0.897111], [-2.047476, 3.244135, -3.805813], [-1.616557, 4.098341, -3.835141], [-1.451942, 2.658716, -4.273639], [1.065470, 0.328333, -4.711445], [1.279046, -0.488779, -5.161950], [1.674816, 0.969970, -5.076451], [-0.718676, -3.851055, 3.176344], [0.082100, -3.699261, 2.674400], [-0.415538, -4.004425, 4.071220], [-1.822343, 2.297128, 4.275095], [-2.777877, 2.341714, 4.309780], [-1.534929, 3.200230, 4.409336]],
  "atomic_forces_ev_per_a": [[0.013, -0.005, 0.006], [-0.417, 0.116, -0.069], [0.127, 0.113, 0.233], [0.197, -0.185, -0.133], [-0.112, -0.202, 0.354], [0.039, 0.299, -0.041], [0.134, -0.188, -0.267], [-0.243, 0.091, 0.322], [0.019, -0.244, -0.146], [0.180, 0.185, -0.108], [-0.243, 0.194, -0.192], [0.294, -0.070, -0.148], [0.015, -0.083, 0.275], [0.157, -0.259, -0.314], [-0.280, -0.012, 0.117], [0.121, 0.250, 0.112]],
  "e_lumo_ev": -3.87,
  "orbital_gap_ev": 10.020,
  "total_charge": 1,
  "relative_energy_kcal_mol": 32.8,
  "spin_multiplicity": 1,
  "homo_energy_ev": -13.9,
  "total_energy_ha": -406.07217
}

(2)
{
  "formula": "H10O5Tl",
  "method": "the ωB97M-V functional and the def2-TZVPD basis",
  "symbols": ["Tl", "O", "H", "H", "O", "H", "H", "O", "H", "H", "O", "H", "H", "O", "H", "H"],
  "xyz": [[0.700369, 0.255104, 0.461520], [0.963749, -0.732616, -1.459120], [1.777019, -0.503146, -1.908750], [0.420239, -1.134956, -2.136590], [-0.996471, -0.882946, -0.513770], [-1.319751, -0.279566, -1.182840], [-1.636271, -1.594826, -0.503290], [-0.671671, -1.094386, 1.661030], [-0.938161, -2.007456, 1.553710], [-1.203901, -0.773016, 2.388830], [2.017279, 1.292414, -0.998720], [2.903129, 1.638494, -0.890400], [1.733959, 1.620904, -1.851980], [-1.095431, 1.179244, 1.509600], [-1.362041, 2.097284, 1.461120], [-1.292041, 0.919464, 2.409650]],
  "atomic_forces_ev_per_a": [[-1.526, -0.538, 0.124], [1.910, -0.215, -1.102], [0.854, -0.251, -0.271], [-0.742, -0.840, -0.072], [-1.637, 0.637, -1.695], [-0.781, 0.089, -0.727], [-0.698, -0.498, 0.336], [0.898, -0.459, 1.819], [0.431, -1.096, 0.037], [-0.012, -0.455, 0.746], [0.450, 0.359, 1.204], [1.110, 0.567, 0.634], [-0.780, 0.539, -0.792], [0.803, 0.603, -0.934], [-0.231, 1.238, -0.164], [-0.048, 0.319, 0.857]],
  "e_lumo_ev": -17.55,
  "orbital_gap_ev": 7.801,
  "total_charge": 3,
  "relative_energy_kcal_mol": 2.4,
  "spin_multiplicity": 1,
  "homo_energy_ev": -25.4,
  "total_energy_ha": -553.26374
}

(3)
{
  "formula": "H10O9STl",
  "method": "the ωB97M-V functional and the def2-TZVPD basis",
  "symbols": ["Tl", "S", "O", "O", "O", "O", "O", "H", "H", "O", "H", "H", "O", "H", "H", "O", "H", "H", "O", "H", "H"],
  "xyz": [[0.158406, 0.183643, -0.814811], [1.414471, -2.726863, 1.480190], [0.160096, -3.012834, 0.774421], [1.234539, -2.994264, 2.909290], [2.385012, -3.716534, 1.015218], [1.875810, -1.351461, 1.293067], [3.094399, 0.521639, -0.941765], [3.544147, -0.274896, -1.247883], [3.793047, 1.181653, -0.869432], [-1.990579, 1.815450, 0.219872], [-2.883272, 1.463309, 0.150180], [-1.966468, 2.279907, 1.064572], [-1.862057, 1.088264, -2.708271], [-2.612507, 0.542904, -2.969360], [-2.045382, 1.962418, -3.071224], [-2.264031, -1.362355, 0.027339], [-3.217707, -1.231334, 0.065454], [-2.136619, -2.285216, 0.281260], [0.925853, 2.400157, 0.861026], [1.498581, 3.148035, 0.656782], [0.894266, 2.368384, 1.824081]],
  "atomic_forces_ev_per_a": [[-0.248, 0.293, 0.046], [-0.677, 0.786, -0.256], [0.557, 0.285, -0.179], [0.569, -0.120, 0.180], [0.038, -0.354, 0.215], [-0.528, -0.676, 0.113], [0.039, -0.077, -0.101], [0.016, 0.058, 0.023], [-0.053, 0.000, 0.012], [0.111, -0.026, 0.104], [-0.001, 0.025, -0.042], [0.043, 0.017, -0.078], [-0.049, -0.077, -0.005], [0.071, -0.003, -0.067], [0.038, -0.019, 0.047], [0.003, -0.114, 0.003], [0.025, -0.009, 0.004], [0.043, 0.058, -0.035], [-0.033, 0.012, 0.079], [-0.029, -0.028, -0.032], [0.065, -0.033, -0.031]],
  "e_lumo_ev": -9.61,
  "orbital_gap_ev": 4.546,
  "total_charge": 1,
  "spin_multiplicity": 1,
  "homo_energy_ev": -14.2,
  "total_energy_ha": -1253.41782
}